The following is a DFT calculation (wB97M-V/def2-TZVPD) of C29H38B2N5O17Pb as an isolated structure at a distorted geometry.

Properties
frontier orbital gap	0.26287	hartree
LUMO	1.849	eV
total charge	-1
electronic energy	-2923.6131	Eh
relative energy (zero: lowest compared OMol25 entry of this formula, charge and spin)	464.1	kJ/mol
E_HOMO	-5.3	eV

CARTESIAN COORDINATES (ANGSTROEM)
Pb  0.474  0.075  0.428
O  -6.852  5.008  -0.999
C  -5.723  4.798  -0.519
O  -5.149  3.607  -0.313
B  -3.998  3.934  0.670
O  -3.876  5.394  0.743
C  -4.935  5.885  0.175
O  -5.099  7.112  0.101
O  -2.804  3.221  0.245
C  -2.377  2.455  1.209
O  -1.425  1.757  1.179
C  -3.439  2.522  2.395
O  -4.317  3.411  2.045
O  -3.465  1.782  3.485
O  -4.025  6.101  -5.275
C  -3.732  5.055  -4.682
O  -2.477  4.461  -4.610
B  -2.554  3.217  -3.844
O  -3.983  3.058  -3.473
C  -4.732  4.072  -4.027
O  -5.919  4.233  -3.800
O  -2.097  2.114  -4.699
C  -1.288  1.335  -3.988
O  -0.843  0.251  -4.408
C  -1.019  2.059  -2.641
O  -1.649  3.223  -2.671
O  -0.363  1.525  -1.673
C  3.526  -2.438  1.478
O  2.499  -1.523  1.143
H  3.433  -3.470  1.139
H  4.579  -2.168  1.406
H  3.394  -2.393  2.559
C  -2.991  -4.008  -2.966
C  -3.922  -2.862  -2.531
C  -3.183  -1.589  -2.382
C  -1.977  -1.719  -1.502
N  -1.037  -1.851  -0.891
H  -3.491  -4.907  -3.328
H  -2.458  -4.319  -2.068
H  -2.155  -3.704  -3.596
H  -4.416  -3.145  -1.601
H  -4.565  -2.833  -3.410
H  -3.929  -0.805  -2.257
H  -2.760  -1.214  -3.314
C  5.502  -1.403  -2.022
C  4.697  -1.917  -3.213
C  3.671  -0.840  -3.750
C  2.653  -0.530  -2.754
N  1.818  -0.258  -1.961
H  5.674  -2.093  -1.196
H  4.990  -0.578  -1.526
H  6.507  -1.156  -2.364
H  4.088  -2.800  -3.022
H  5.418  -2.104  -4.010
H  3.229  -1.295  -4.637
H  4.112  0.056  -4.187
C  1.872  -2.533  5.383
C  2.583  -1.285  5.836
C  2.839  -0.170  4.766
C  1.722  0.302  3.924
N  0.823  0.696  3.283
H  2.342  -3.131  4.602
H  0.876  -2.254  5.039
H  1.843  -3.264  6.191
H  3.482  -1.635  6.342
H  1.952  -0.734  6.533
H  3.698  -0.521  4.195
H  3.165  0.680  5.365
C  5.187  1.993  1.155
C  4.696  3.472  1.669
C  3.610  3.952  0.772
C  2.371  3.145  0.693
N  1.454  2.473  0.642
H  6.128  1.562  1.497
H  5.187  1.999  0.065
H  4.542  1.220  1.572
H  5.645  4.007  1.700
H  4.258  3.463  2.667
H  4.130  4.131  -0.169
H  3.243  4.888  1.191
C  -2.623  -5.358  0.705
C  -2.405  -4.835  2.103
C  -1.015  -4.218  2.390
C  -1.031  -2.809  2.196
N  -1.078  -1.624  2.084
H  -3.673  -5.185  0.465
H  -2.413  -6.399  0.463
H  -1.897  -4.776  0.136
H  -2.509  -5.698  2.760
H  -3.293  -4.256  2.355
H  -0.274  -4.677  1.736
H  -0.680  -4.420  3.407